{"formula": "C40H45Cl37F3INO5P2", "method": "the ωB97M-V functional and the def2-TZVPD basis", "elements": ["C", "C", "P", "H", "C", "C", "H", "Cl", "H", "Cl", "Cl", "H", "C", "O", "Cl", "Cl", "H", "H", "H", "Cl", "C", "H", "H", "H", "O", "H", "C", "H", "C", "C", "H", "H", "C", "H", "Cl", "Cl", "C", "H", "C", "H", "C", "H", "C", "H", "C", "Cl", "H", "C", "H", "C", "C", "Cl", "Cl", "F", "Cl", "P", "O", "C", "C", "H", "N", "C", "Cl", "H", "F", "H", "H", "C", "C", "Cl", "C", "H", "H", "C", "O", "H", "Cl", "H", "Cl", "C", "C", "H", "Cl", "Cl", "H", "C", "Cl", "H", "H", "Cl", "C", "Cl", "F", "Cl", "Cl", "C", "Cl", "C", "C", "C", "H", "Cl", "H", "O", "H", "Cl", "H", "C", "Cl", "Cl", "Cl", "H", "Cl", "H", "H", "H", "I", "Cl", "Cl", "Cl", "C", "H", "C", "Cl", "Cl", "C", "H", "Cl", "C", "H", "Cl", "C", "C", "H"], "coordinates": [[1.103, -2.198, -2.711], [-3.526, 6.749, 7.942], [-1.770, -4.728, 1.227], [-3.969, -5.063, 0.914], [-1.833, 0.540, -0.806], [-1.871, -2.040, 0.010], [-2.099, -4.451, -1.549], [-7.483, 2.546, -9.703], [-1.355, -1.656, -2.607], [4.289, -7.697, -3.275], [-4.195, -3.813, 6.261], [2.731, 4.802, 0.606], [0.370, 2.173, -0.332], [-4.747, 0.161, -0.430], [-7.802, 0.777, -7.362], [2.150, -7.971, -5.216], [2.255, -6.500, 0.200], [0.452, 4.386, -0.186], [-1.362, 1.993, -3.675], [-3.300, 8.231, 8.893], [2.467, 0.008, -4.810], [0.136, -3.605, -1.288], [1.561, -3.425, 3.213], [2.917, -2.174, 2.221], [1.231, -2.108, -4.150], [0.515, -5.952, 0.074], [-2.613, -3.502, -1.914], [2.162, -1.258, 4.276], [5.059, -0.231, 3.601], [-1.722, 3.013, -3.315], [-3.473, -3.832, -2.599], [0.242, -4.626, 3.040], [-0.154, 4.518, 12.435], [2.098, -2.383, -2.158], [-4.863, 3.509, -10.501], [6.052, -3.013, -3.916], [6.035, -3.332, -5.665], [2.516, 3.137, 1.372], [-1.190, -0.656, -0.083], [4.769, 3.337, 0.042], [0.219, -0.344, 0.570], [5.718, -1.642, 1.955], [2.075, -0.481, 3.429], [3.041, 1.013, 4.780], [2.496, 3.696, 0.378], [-6.956, 3.187, -12.484], [-2.800, 3.213, -3.685], [0.736, 0.809, 8.010], [0.313, -4.284, -3.065], [-0.411, 7.437, -0.983], [-6.610, 3.638, -10.800], [-6.074, -1.634, 6.626], [4.620, -4.326, -6.072], [0.751, 2.911, -5.166], [-1.696, 6.243, -0.706], [-3.560, 0.729, -1.588], [4.921, -0.682, 4.764], [0.083, -2.844, 1.523], [2.597, -7.292, -3.637], [-1.188, 4.179, -1.462], [-1.223, -3.074, 0.839], [1.177, 3.536, -0.495], [-6.111, 1.214, -5.044], [3.815, 3.704, -1.498], [-1.472, 5.527, -3.843], [3.375, -1.881, -3.843], [2.858, -4.901, 2.038], [0.871, -1.498, 1.379], [0.984, 0.999, 0.459], [-3.700, -0.435, -3.403], [0.455, 4.096, -4.458], [-3.812, -3.095, 0.062], [2.003, 1.158, 0.934], [-0.850, 4.236, -3.919], [-3.127, -5.349, 0.477], [3.664, 2.031, -0.755], [-4.990, 5.907, 8.494], [1.156, -6.738, 1.705], [0.647, 1.062, 9.766], [0.870, -3.912, 2.418], [-6.175, 0.537, -6.687], [6.582, 0.011, 2.006], [-5.811, -1.201, -6.625], [-3.290, -1.290, 7.387], [-2.817, 3.362, -1.401], [-1.437, -2.773, -2.790], [-1.124, 8.951, -1.576], [-3.875, -1.880, -1.239], [-1.620, -3.042, -3.893], [2.205, -0.110, 7.621], [2.955, 0.844, 3.655], [0.783, 2.383, 7.187], [1.414, 5.130, -4.219], [1.208, 5.656, 12.530], [-7.137, 5.310, -10.515], [6.204, -0.873, 2.646], [7.517, -4.197, -6.122], [1.383, -6.052, 0.818], [0.030, -3.391, -2.414], [3.762, 3.143, -0.491], [2.776, -2.057, -5.584], [-5.006, -3.027, 8.935], [1.374, 3.719, -1.622], [4.256, 0.790, 3.009], [1.883, 0.186, -5.780], [-2.117, 5.688, 8.156], [2.286, -3.917, 0.603], [-4.641, -2.438, 7.300], [0.716, 6.793, -2.191], [2.408, -5.525, -3.678], [-1.561, 5.336, 11.723], [2.348, 1.740, 3.243], [-0.692, -0.101, 7.472], [0.715, -1.178, -2.325], [3.000, -0.601, 1.299], [1.870, 0.493, -3.953], [-2.753, -4.334, 3.531], [0.300, 3.133, 11.415], [-0.563, 3.946, 14.066], [-3.696, 7.168, 6.223], [1.919, -4.664, 1.410], [7.046, -1.291, 3.289], [-3.157, -2.539, -0.699], [5.951, -1.792, -6.548], [1.542, -7.972, -2.379], [2.525, -1.594, -4.552], [0.966, -0.143, 3.454], [0.456, 7.746, 0.538], [2.317, -1.206, 2.011], [3.517, 0.473, -4.870], [-4.978, 1.356, -7.710], [-1.071, 1.916, -0.934], [-1.711, 3.196, -1.699], [-5.635, 0.396, -0.811]], "forces_ev_per_a": [[-0.8, -0.3, 0.4], [0.0, 0.0, 0.0], [-0.8, -2.3, 0.7], [0.8, -0.4, -0.5], [2.5, 1.4, 0.6], [2.3, 1.1, 1.8], [-1.0, 1.1, -0.2], [0.3, 0.5, -0.6], [-0.5, -1.5, -0.5], [-0.3, 0.1, -0.1], [-0.3, 0.1, 0.5], [-0.7, -1.7, -0.4], [-0.3, -4.1, 1.3], [1.2, 0.1, -2.0], [0.2, -0.4, 0.6], [0.1, 0.2, 0.3], [-1.4, 0.5, 1.1], [1.0, -1.4, -0.5], [-0.3, 1.6, 0.4], [0.0, -0.3, -0.2], [-0.4, -0.6, 0.4], [-0.3, 0.0, -1.7], [-1.6, -0.1, -1.5], [-1.2, 1.5, -0.6], [1.7, 0.0, 1.2], [1.2, -0.1, 1.4], [0.8, 0.1, -0.5], [0.2, 1.4, -1.3], [0.8, -1.9, 2.0], [-0.4, 1.9, -0.8], [1.1, 0.7, 1.2], [0.6, 0.8, -1.2], [0.0, 0.1, 0.2], [-1.2, 0.0, -1.1], [-0.2, 0.0, -0.1], [0.0, -0.1, -0.2], [0.1, -0.1, -0.2], [-0.5, 0.8, -1.3], [0.8, 0.6, 0.3], [-1.7, -0.5, -0.7], [0.0, -1.4, 0.5], [0.7, 1.0, 1.1], [-0.8, 0.2, 0.0], [0.1, -0.2, -1.5], [1.7, -0.4, -1.0], [0.1, 0.1, 0.3], [1.7, -0.7, 0.6], [0.1, 0.0, 0.1], [-0.6, 1.2, 1.2], [0.1, 0.3, -0.1], [-0.2, 0.0, -0.1], [0.3, -0.2, 0.1], [0.3, 0.2, 0.0], [0.5, 3.1, 2.3], [0.0, 0.7, 0.3], [-1.1, 1.0, 0.6], [-0.2, 2.1, -4.1], [1.7, 3.7, -0.2], [0.1, -0.1, -0.1], [-0.4, -2.0, -0.2], [1.0, 4.4, -0.6], [-1.3, 0.4, 0.4], [-0.2, 0.0, -0.3], [-0.2, -0.8, 1.6], [1.8, -2.9, 0.5], [-1.3, 0.4, -0.7], [-1.5, 0.3, -0.9], [-2.7, -1.1, -1.7], [-3.4, 1.1, -2.3], [0.3, 0.0, 1.4], [-2.7, 0.8, 1.5], [1.1, 0.8, -1.1], [-1.7, -0.5, -0.7], [1.3, -0.7, -1.2], [0.2, 1.6, 1.2], [0.1, 1.5, 0.6], [0.3, 0.1, -0.1], [0.1, 0.9, -1.5], [0.1, -1.0, -1.0], [0.9, -0.1, -0.7], [0.0, 0.0, -0.1], [-0.4, -1.6, 0.8], [-0.1, 0.3, 0.0], [-0.6, -0.4, -0.1], [1.9, -0.5, -0.3], [0.4, -1.5, 0.3], [0.1, -0.4, 0.1], [1.2, 0.2, 1.0], [0.2, 0.9, 1.6], [-0.2, 0.2, 0.0], [-1.7, 0.1, 0.9], [0.0, -0.2, 0.1], [-1.8, -3.2, -2.1], [-0.2, -0.2, 0.0], [0.1, -0.3, 0.0], [-0.9, 2.0, 0.0], [-0.3, 0.2, 0.1], [1.2, 0.3, -0.5], [0.3, 2.1, -0.1], [0.1, 0.5, -0.2], [-0.5, 0.5, 1.8], [0.1, 0.1, -0.4], [-0.2, -0.4, 1.8], [0.4, -2.2, 1.4], [1.0, -0.1, 1.4], [-0.2, 0.2, -0.1], [-0.8, -1.3, 1.2], [-0.2, 0.1, 0.2], [-0.2, 0.3, 0.5], [0.1, -0.3, 0.0], [0.3, -0.2, 0.1], [1.4, -1.4, 0.4], [0.7, 0.3, 0.0], [0.4, -1.5, -0.3], [-1.5, -0.9, 1.1], [1.0, -0.6, -1.2], [0.4, 0.2, -1.2], [-0.3, 1.1, 0.6], [0.1, 0.1, -0.3], [0.0, -0.1, 0.3], [0.2, -0.3, 0.5], [-1.4, 0.5, -0.9], [0.5, -1.7, -0.7], [0.0, -0.2, 0.2], [0.1, 0.1, -0.2], [0.6, 1.0, -1.7], [1.8, -0.4, 0.1], [-0.2, -0.1, -0.2], [-0.2, -0.9, 0.4], [-1.6, -0.7, 0.0], [-0.2, -0.2, 0.3], [0.3, -1.4, 0.8], [-0.6, -0.7, -0.2], [1.1, -0.2, 0.4]], "e_lumo_ha": -0.168, "spin_multiplicity": 1, "total_charge": 1, "homo_lumo_gap_ha": 0.2442}

{"formula": "C8H16BrPS", "method": "the ωB97M-V functional and the def2-TZVPD basis", "elements": ["H", "C", "H", "C", "C", "P", "H", "H", "H", "C", "H", "C", "Br", "H", "H", "H", "H", "H", "C", "S", "H", "H", "C", "H", "H", "C", "H"], "coordinates": [[1.711, -1.828, -0.155], [0.330, 0.222, 1.247], [-1.786, 0.902, -2.761], [-0.634, 0.118, -1.131], [0.244, -1.200, 1.923], [-1.478, 0.846, 0.778], [1.393, 2.147, 1.798], [-0.797, 2.161, -2.074], [1.190, -1.279, -1.785], [1.553, -0.910, -0.793], [-0.769, -2.110, -0.917], [1.150, 1.202, 2.098], [-1.536, 3.106, 0.536], [-2.195, -1.200, -1.321], [-0.169, 0.701, -2.999], [1.186, -1.611, 2.200], [-0.242, -0.965, 2.862], [0.735, 1.338, 3.066], [-0.836, 1.076, -2.355], [-3.078, 0.243, 1.788], [2.614, -0.434, -0.833], [-0.883, -1.496, -2.498], [0.700, 0.277, -0.263], [2.165, 0.613, 2.218], [1.043, 1.224, -0.540], [-1.136, -1.277, -1.475], [-0.474, -1.865, 1.387]], "forces_ev_per_a": [[-0.7, 1.2, -0.3], [-0.9, 1.1, -0.8], [-1.5, -0.3, -0.6], [-1.1, 2.1, 2.8], [-2.1, 1.9, -0.6], [-0.1, -1.7, -0.9], [0.3, 2.4, -1.7], [0.5, -1.1, -0.5], [0.8, 0.6, 0.7], [3.0, 0.8, 0.3], [0.4, -0.3, 0.8], [1.8, -4.6, 0.7], [0.4, -0.5, 0.1], [-0.8, -0.4, -0.4], [2.9, -0.6, -2.9], [0.9, -0.5, -0.4], [-0.3, -0.2, 0.4], [-0.4, -0.3, 1.1], [-1.3, 1.0, 4.8], [1.3, 0.3, -0.8], [-1.4, -1.3, -0.6], [-0.2, 0.0, -0.6], [-1.9, -3.8, -1.1], [-1.6, 1.3, 0.1], [1.1, 1.4, -0.2], [-0.1, 1.1, 0.3], [1.0, 0.3, 0.3]], "e_lumo_ha": 0.007, "relative_energy_ev": 1.116, "spin_multiplicity": 1, "smiles": "CC1(C)[C@H](C)C(C)(C)[P@@]1(=S)Br", "homo_lumo_gap_ha": 0.3120}